ORCA calculation (the ωB97M-V functional and the def2-TZVPD basis) on one molecule with the formula C6H8N6.

Computed properties:
Kohn-Sham gap ... 8.47 eV

Geometry as ORCA input:
```
! RIJCOSX wB97M-V def2-TZVPD def2/J DEFGRID3
* xyz 0 1
C 2.5906 -1.2721 1.5624
C 2.6923 0.3737 1.3477
N 1.2550 1.0485 1.3490
C 0.6054 0.4236 0.2153
N 1.2910 -0.4863 -0.6296
C 0.5661 -0.8277 -1.8401
N -0.6491 -0.5027 -2.2159
C -1.3347 0.1449 -1.2149
N -2.6535 -0.1110 -0.9899
N -3.1122 0.2253 0.3227
N -1.9256 0.6878 0.8472
C -0.7789 0.4978 0.0599
H 3.5224 -1.8978 1.5365
H 1.8734 -1.5020 0.6182
H 1.8550 -1.3926 2.4527
H 3.5575 0.9368 2.0932
H 3.2284 0.6204 0.5012
H 0.8844 1.0523 2.4288
H 1.0161 -1.5723 -2.6109
H -1.4202 1.6825 1.4148
*
```